# 1
{
  "formula": "C4H8N2O",
  "method": "ωB97M-V/def2-TZVPD",
  "total_charge": 0,
  "gap_ha": 0.38247,
  "fmax_ev_per_a": 0.7,
  "relative_energy_kj_mol": 326.7,
  "homo_energy_ev": -9.4,
  "symbols": ["N", "C", "C", "C", "O", "C", "N", "H", "H", "H", "H", "H", "H", "H", "H"],
  "coordinates": [[1.868, 0.314, 1.001], [0.454, 0.488, 0.741], [0.088, 1.309, -0.523], [-1.031, 0.289, -0.853], [-1.174, -2.477, -0.693], [-0.332, -0.641, 0.102], [-0.277, -1.900, 0.214], [2.269, 1.223, 1.221], [2.006, -0.268, 1.822], [-0.126, 0.867, 1.602], [0.907, 1.233, -1.243], [-0.196, 2.354, -0.383], [-1.126, -0.067, -1.881], [-2.018, 0.588, -0.483], [-1.020, -3.423, -0.584]],
  "atomic_forces_ev_per_a": [[-0.0248, 0.0522, 0.2103], [-0.1286, -0.0047, -0.0176], [0.0642, 0.2160, -0.0690], [-0.1422, -0.0210, -0.1286], [-0.0947, -0.3514, -0.0921], [-0.0246, -0.3741, 0.0779], [0.1489, 0.6423, 0.1252], [0.0140, -0.1466, -0.0280], [0.0264, -0.0088, -0.1248], [0.0979, -0.0766, -0.1305], [-0.1187, 0.0499, 0.0924], [0.0390, -0.1496, 0.0038], [0.0192, 0.0782, 0.1377], [0.1282, -0.0243, -0.0736], [-0.0042, 0.1184, 0.0169]]
}


# 2
{
  "formula": "C20H16Co2NO6",
  "method": "ωB97M-V/def2-TZVPD",
  "total_charge": -1,
  "gap_ha": 0.20593,
  "fmax_ev_per_a": 6.6,
  "relative_energy_kj_mol": 164.9,
  "homo_energy_ev": -3.0,
  "symbols": ["C", "C", "N", "C", "C", "C", "H", "H", "H", "H", "H", "H", "H", "H", "H", "O", "C", "Co", "C", "O", "C", "O", "C", "C", "C", "C", "C", "C", "C", "C", "C", "Co", "C", "O", "C", "O", "C", "O", "H", "H", "H", "H", "H", "H", "H"],
  "coordinates": [[1.440, -3.629, -0.723], [-0.008, -3.398, -0.621], [-0.695, -2.304, -0.954], [-2.165, -2.524, -0.940], [-2.299, -3.910, -0.317], [-0.889, -4.508, -0.165], [1.632, -4.678, -1.039], [1.968, -2.963, -1.412], [1.935, -3.539, 0.264], [-2.651, -1.737, -0.375], [-2.559, -2.483, -1.956], [-2.763, -3.814, 0.674], [-2.959, -4.526, -0.938], [-0.745, -5.441, -0.739], [-0.701, -4.816, 0.884], [-0.729, -1.319, 2.247], [-0.396, -0.669, 1.339], [0.288, -0.060, -0.142], [1.931, -0.475, -0.129], [3.073, -0.696, -0.214], [-0.303, -1.118, -1.646], [-0.488, -0.992, -2.831], [0.316, 1.815, -0.045], [1.076, 2.397, 1.042], [0.978, 1.853, 2.337], [1.671, 2.427, 3.392], [2.449, 3.586, 3.204], [2.575, 4.105, 1.903], [1.880, 3.534, 0.833], [0.180, 2.250, -1.406], [0.923, 2.735, -2.415], [-1.326, 1.727, -0.694], [-2.501, 0.811, 0.310], [-3.434, 0.411, 0.869], [-1.825, 1.435, -2.344], [-2.188, 1.313, -3.436], [-2.248, 3.264, -0.326], [-2.876, 4.216, -0.148], [0.340, 0.975, 2.517], [1.584, 1.934, 4.356], [2.994, 4.037, 4.043], [3.215, 4.954, 1.663], [1.921, 3.938, -0.181], [0.389, 2.875, -3.351], [1.991, 3.007, -2.390]],
  "atomic_forces_ev_per_a": [[1.0716, -0.0575, -0.0401], [-1.0939, 1.0371, -0.8340], [-0.1988, -3.9422, -0.9121], [0.3928, -0.3664, 0.3133], [-0.8913, -0.3127, 0.6134], [-0.6800, -0.1046, 0.5682], [-0.2820, 0.5850, 0.0938], [-0.2060, -0.0333, 0.1755], [-0.3141, 0.1516, -0.2701], [0.1111, 0.0573, 0.1821], [0.4002, 0.0774, -0.1248], [0.0418, -0.1135, -0.2853], [0.1590, -0.0218, 0.1996], [0.0700, 0.5625, -0.1080], [0.0959, 0.3043, -0.3421], [-0.0021, 0.1168, 0.1453], [-0.2547, -1.3014, 0.5561], [-1.7448, -0.9450, -0.3675], [1.1448, 0.8302, -0.9985], [-0.6026, -0.2723, 0.4159], [2.1014, 2.4932, 0.8342], [-0.4308, -1.0922, -0.1753], [3.5931, 0.6173, -0.7206], [-0.4108, 1.0140, 0.5627], [0.1122, 0.3209, 0.2325], [-0.0254, 0.3170, -0.2276], [0.2671, -0.2097, -0.4285], [-0.2007, -0.1666, 0.0058], [-0.1467, -0.5373, 0.5147], [5.0040, 1.1457, 0.5732], [-1.0114, 0.0582, -0.1028], [-6.5616, -0.1809, 0.4384], [-1.1276, -0.2121, 0.5084], [1.3144, 0.1275, -0.5548], [-1.5174, -0.7066, -2.2850], [0.8315, 0.3689, 1.5660], [-0.1310, 1.1826, 0.1718], [0.8571, -1.4131, -0.2438], [0.5962, 0.7628, -0.1167], [0.1015, 0.3053, 0.1189], [-0.2187, -0.1997, -0.3789], [-0.0949, -0.0361, 0.4155], [0.1211, -0.0107, 0.3539], [0.3534, 0.1734, -0.2951], [-0.5928, -0.3732, 0.2522]]
}


# 3
{
  "formula": "C3H8FNP",
  "method": "ωB97M-V/def2-TZVPD",
  "total_charge": 1,
  "gap_ha": [0.32457, 0.26199],
  "fmax_ev_per_a": 6.1,
  "relative_energy_kj_mol": 322.7,
  "homo_energy_ev": [-13.4, -12.2],
  "symbols": ["C", "C", "C", "N", "F", "P", "H", "H", "H", "H", "H", "H", "H", "H"],
  "coordinates": [[0.219, 0.927, -0.782], [0.608, -0.415, -0.169], [-0.537, 0.393, 0.387], [2.073, -0.380, 0.610], [-0.399, 0.828, 1.685], [-3.447, -0.583, 0.439], [0.658, 1.860, -0.725], [-0.372, 1.015, -1.689], [0.613, -1.264, -0.854], [2.346, 0.628, 0.609], [2.742, -0.784, -0.042], [2.161, -0.753, 1.484], [-2.730, -1.558, -0.248], [-3.935, 0.086, -0.705]],
  "atomic_forces_ev_per_a": [[-2.2970, -0.6502, 0.5492], [1.5046, 0.4740, -0.0263], [-0.1288, -0.9466, 1.0105], [-1.7258, 3.1298, -4.9452], [0.1716, -0.0585, -1.4909], [0.9591, 0.7088, 0.6279], [1.8442, 1.6416, 0.8073], [0.1226, -0.9764, -0.2574], [-0.2571, -0.0657, 0.7199], [-0.3188, -0.8133, 0.5116], [0.0659, -0.4728, 0.1143], [-0.1507, -1.4774, 3.1016], [0.0131, -0.4126, -0.5053], [0.1972, -0.0809, -0.2172]]
}